DFT (the ωB97M-V functional and the def2-TZVPD basis) results for the molecule C3H2INO2 at a distorted geometry.

Calculated values
LUMO level   -0.055 eV
E_tot   -16826.2177 eV
ΔE to the lowest compared entry with this formula, charge and spin   2.060 eV
Multiplicity   1

Cartesian coordinates (Å):
O 2.483 -0.810 -0.221
C 1.379 -0.400 -0.118
C 0.039 -1.032 -0.057
C -0.903 -0.096 0.076
I -2.971 -0.071 0.138
N -0.191 1.267 0.010
O 1.136 0.960 -0.083
H -0.333 -2.004 0.179
H -0.639 2.186 0.076

Atom charges from the Löwdin analysis, given in e for atoms 1 to 4: 0.1306, -0.4758, -0.0490, -0.7330